Here is a molecular structure, C2H8OSi2 at a distorted geometry from the OMol25 dataset. Energies are from ωB97M-V/def2-TZVPD.

## Properties
E_tot	-20002.683	eV
charge	0
ΔE to the lowest compared entry with this formula, charge and spin	383.5	kJ/mol
molar mass	104.257	g mol⁻¹

Geometry as XYZ:
```
13
Properties=species:S:1:pos:R:3:mulliken_charge:R:1
C 1.25 0.01 0.39 0.492
C 1.43 1.39 -0.18 -1.091
O 1.80 -0.34 1.41 -0.520
Si -2.37 -0.45 0.51 0.233
Si 0.21 -1.28 -0.63 0.253
H 1.78 2.03 0.50 0.379
H 0.45 1.91 -0.63 0.230
H 2.07 1.22 -0.94 0.345
H -1.77 0.13 1.75 -0.027
H -2.68 0.26 -0.73 -0.057
H -3.65 -1.40 0.86 -0.051
H 0.89 -2.43 -0.18 -0.114
H 0.58 -1.06 -2.13 -0.072
```